A cluster of 3 separate species, C6H14O2 in total at a distorted geometry, computed with ωB97M-V with the def2-TZVPD basis set.

Each line ends with the Mulliken charge.
Atoms and positions in Å:
C (-0.32, -0.47, -2.34)  -1.1289
C (0.40, -0.92, -1.30)  1.0434
C (1.79, -1.42, -1.50)  -1.3094
C (-0.19, -1.02, 0.06)  -0.2291
C (-1.24, -0.31, 0.47)  -0.0345
C (-1.74, -0.34, 1.87)  -1.1812
H (0.13, -0.20, -3.29)  0.2874
H (-1.30, -0.03, -2.28)  0.3181
H (2.29, -1.47, -0.53)  0.3338
H (1.84, -2.37, -2.03)  0.3018
H (2.40, -0.80, -2.15)  0.3571
H (0.38, -1.68, 0.70)  0.2551
H (-1.63, 0.42, -0.22)  0.0666
H (-2.51, -1.09, 2.07)  0.3469
H (-2.09, 0.66, 2.15)  0.2831
H (-0.98, -0.58, 2.61)  0.3100
O (1.31, 0.54, 1.85)  -0.6110
H (0.83, 1.18, 1.31)  0.3106
H (2.22, 0.56, 1.50)  0.2935
O (-0.43, 2.88, 0.64)  -0.6095
H (0.16, 3.26, -0.01)  0.3034
H (-1.32, 3.17, 0.43)  0.2929

Calculated values
Kohn-Sham gap: 8.67 eV
E: -10542.595 eV
charge: 0